{"formula": "C24H40O24S4", "method": "ωB97M-V/def2-TZVPD", "symbols": ["O", "S", "O", "O", "C", "C", "O", "H", "H", "H", "H", "O", "S", "O", "O", "C", "C", "O", "H", "H", "H", "H", "O", "S", "O", "O", "C", "C", "O", "H", "H", "H", "H", "O", "S", "O", "O", "C", "C", "O", "H", "H", "H", "H", "O", "C", "C", "C", "C", "O", "H", "H", "H", "H", "H", "H", "O", "C", "C", "C", "C", "O", "H", "H", "H", "H", "H", "H", "O", "C", "C", "C", "C", "O", "H", "H", "H", "H", "H", "H", "O", "C", "C", "C", "C", "O", "H", "H", "H", "H", "H", "H"], "coordinates": [[-2.72, 3.92, -0.50], [-2.31, 2.63, -1.12], [-2.22, 1.39, -0.31], [-3.05, 2.35, -2.50], [-2.26, 2.62, -3.68], [-1.12, 3.51, -3.19], [-0.86, 2.90, -1.89], [-1.96, 1.61, -3.98], [-2.89, 3.03, -4.47], [-1.52, 4.50, -2.97], [-0.32, 3.37, -3.92], [2.64, -4.52, -1.58], [1.83, -5.78, -1.53], [2.23, -6.98, -2.20], [1.31, -6.07, 0.05], [0.03, -5.50, 0.29], [-0.76, -5.46, -0.99], [0.27, -5.33, -2.01], [-0.46, -5.97, 1.15], [0.25, -4.57, 0.81], [-1.47, -4.67, -1.22], [-1.29, -6.41, -1.03], [3.03, -2.78, 2.09], [4.01, -1.84, 2.67], [3.52, -0.97, 3.78], [5.51, -2.60, 2.87], [6.39, -2.48, 1.72], [6.07, -1.04, 1.36], [4.64, -1.00, 1.40], [7.43, -2.70, 1.96], [6.06, -3.18, 0.95], [6.18, -0.77, 0.31], [6.54, -0.24, 1.92], [1.29, 2.92, 3.43], [1.99, 3.56, 2.31], [3.39, 3.28, 2.10], [1.10, 3.36, 0.93], [1.03, 4.50, 0.09], [1.72, 5.59, 0.91], [1.72, 5.19, 2.27], [1.60, 4.29, -0.81], [0.02, 4.80, -0.20], [1.25, 6.57, 0.78], [2.73, 5.78, 0.54], [-1.22, -2.59, 0.38], [-0.48, -1.60, 0.41], [0.26, -0.83, -0.68], [1.18, -0.02, 0.20], [0.53, 0.07, 1.51], [-0.18, -1.14, 1.55], [0.81, -1.48, -1.36], [-0.42, -0.13, -1.16], [2.16, -0.50, 0.20], [1.42, 1.00, -0.07], [1.27, 0.06, 2.31], [-0.24, 0.84, 1.56], [0.18, 1.52, -5.29], [1.10, 0.77, -4.95], [2.37, 0.44, -5.64], [3.09, -0.63, -4.76], [2.18, -0.68, -3.52], [1.01, 0.07, -3.87], [2.27, 0.25, -6.71], [2.98, 1.34, -5.53], [3.14, -1.62, -5.21], [4.07, -0.30, -4.42], [1.94, -1.68, -3.14], [2.64, -0.16, -2.68], [-2.23, 5.22, 4.67], [-2.48, 4.08, 4.23], [-2.11, 3.36, 2.94], [-3.34, 2.58, 2.66], [-3.75, 2.15, 4.07], [-3.32, 3.22, 4.93], [-1.98, 4.10, 2.14], [-1.26, 2.68, 3.02], [-4.20, 3.10, 2.24], [-3.17, 1.71, 2.03], [-4.83, 2.08, 4.21], [-3.35, 1.21, 4.45], [-5.55, -0.33, 2.47], [-5.15, -1.37, 1.88], [-4.93, -1.55, 0.42], [-4.70, -3.04, 0.34], [-4.20, -3.41, 1.70], [-4.75, -2.47, 2.56], [-5.79, -1.23, -0.18], [-4.14, -0.89, 0.07], [-5.59, -3.66, 0.22], [-4.03, -3.44, -0.42], [-4.61, -4.38, 1.98], [-3.12, -3.56, 1.67]], "energy_ev": -118010.9701, "smiles": "O=S1(=O)OCCO1.O=S1(=O)OCCO1.O=S1(=O)OCCO1.O=S1(=O)OCCO1.O=C1CCCO1.O=C1CCCO1.O=C1CCCO1.O=C1CCCO1", "de_lowest_kj_mol": 137.1, "homo_lumo_gap_ev": 9.367, "lumo_energy_ev": -0.15}



{"formula": "C24H40O4", "method": "ωB97M-V/def2-TZVPD", "symbols": ["C", "C", "C", "C", "C", "O", "O", "C", "C", "C", "C", "C", "C", "C", "C", "C", "C", "C", "C", "C", "C", "C", "O", "C", "C", "C", "C", "O", "H", "H", "H", "H", "H", "H", "H", "H", "H", "H", "H", "H", "H", "H", "H", "H", "H", "H", "H", "H", "H", "H", "H", "H", "H", "H", "H", "H", "H", "H", "H", "H", "H", "H", "H", "H", "H", "H", "H", "H"], "coordinates": [[-3.82, -2.38, -0.08], [-3.90, -0.98, -0.69], [-5.27, -0.36, -0.38], [-5.54, -0.13, 1.11], [-6.93, 0.41, 1.27], [-7.93, -0.23, 1.44], [-6.96, 1.75, 1.14], [-2.75, -0.07, -0.25], [-2.86, 1.35, -0.85], [-1.43, 1.88, -1.03], [-0.58, 0.84, -0.32], [0.92, 0.81, -0.61], [1.55, -0.26, 0.30], [0.86, -1.60, 0.08], [-0.65, -1.54, 0.31], [-1.30, -0.49, -0.60], [-1.21, -0.92, -2.06], [3.10, -0.34, 0.17], [3.49, -0.88, -1.21], [3.66, -1.27, 1.28], [4.82, -0.68, 2.09], [5.86, 0.00, 1.20], [6.55, -0.93, 0.39], [5.19, 1.12, 0.37], [3.66, 1.07, 0.41], [3.08, 2.10, -0.56], [1.56, 2.18, -0.38], [1.23, 2.62, 0.93], [-4.77, -2.90, -0.21], [-3.59, -2.33, 0.98], [-3.05, -2.98, -0.57], [-3.86, -1.08, -1.78], [-6.05, -1.02, -0.77], [-5.37, 0.60, -0.90], [-5.47, -1.08, 1.65], [-4.83, 0.59, 1.52], [-7.87, 2.08, 1.21], [-2.79, 0.01, 0.84], [-3.38, 1.31, -1.82], [-3.44, 2.00, -0.20], [-1.16, 1.95, -2.09], [-1.31, 2.87, -0.60], [-0.67, 1.04, 0.76], [1.08, 0.56, -1.66], [1.34, 0.07, 1.33], [1.04, -1.95, -0.94], [1.28, -2.35, 0.76], [-1.07, -2.53, 0.13], [-0.85, -1.28, 1.35], [-0.19, -0.96, -2.41], [-1.76, -0.24, -2.71], [-1.64, -1.92, -2.18], [3.27, -1.95, -1.28], [4.55, -0.75, -1.40], [2.95, -0.38, -2.01], [3.97, -2.22, 0.84], [2.87, -1.51, 1.99], [5.31, -1.48, 2.65], [4.45, 0.05, 2.81], [6.65, 0.43, 1.82], [5.89, -1.49, -0.05], [5.55, 1.05, -0.66], [5.52, 2.09, 0.75], [3.34, 1.37, 1.41], [3.30, 1.83, -1.60], [3.52, 3.08, -0.37], [1.15, 2.89, -1.11], [1.69, 3.45, 1.09]], "energy_ev": -33729.2779, "smiles": "C[C@@H](CCC(=O)O)[C@@H]1CC[C@@H]2[C@@H]3[C@@H](CC[C@]21C)[C@]1(C)CC[C@@H](O)C[C@H]1C[C@@H]3O", "de_lowest_kj_mol": 24.3, "homo_lumo_gap_ev": 10.263, "lumo_energy_ev": 0.58}



{"formula": "C24H41AgN5P3Se2Te2", "method": "ωB97M-V/def2-TZVPD", "symbols": ["Ag", "C", "P", "C", "N", "C", "C", "C", "C", "C", "C", "N", "C", "P", "C", "C", "C", "C", "C", "C", "C", "C", "C", "H", "H", "H", "H", "H", "H", "H", "H", "H", "H", "H", "H", "H", "H", "H", "H", "H", "H", "H", "H", "H", "H", "H", "H", "H", "H", "H", "H", "Se", "Te", "Te", "Se", "C", "N", "C", "N", "C", "N", "C", "P", "C", "C", "H", "H", "H", "H", "H", "H", "H", "H", "H", "H", "H", "H", "H"], "coordinates": [[-1.18, -2.03, -0.43], [1.92, 1.93, 0.33], [0.50, 1.05, -0.43], [-0.85, 2.24, 0.04], [-0.58, 3.50, 0.23], [-1.60, 4.34, 0.59], [-1.34, 5.72, 0.76], [-2.36, 6.56, 1.11], [-3.67, 6.06, 1.30], [-3.94, 4.73, 1.15], [-2.89, 3.84, 0.79], [-3.15, 2.51, 0.68], [-2.18, 1.72, 0.31], [-2.52, -0.11, 0.42], [-2.31, -0.19, 2.24], [-4.35, -0.30, 0.12], [-4.56, -1.80, -0.13], [-4.73, 0.46, -1.14], [-5.23, 0.13, 1.30], [0.68, 1.51, -2.25], [1.09, 2.96, -2.50], [1.75, 0.59, -2.85], [-0.66, 1.23, -2.93], [1.79, 3.01, 0.35], [2.83, 1.68, -0.23], [2.06, 1.57, 1.35], [-0.33, 6.07, 0.61], [-2.17, 7.61, 1.24], [-4.46, 6.74, 1.58], [-4.93, 4.32, 1.30], [-2.62, -1.17, 2.60], [-2.86, 0.61, 2.73], [-1.24, -0.09, 2.46], [-3.99, -2.15, -0.99], [-5.62, -1.97, -0.33], [-4.28, -2.42, 0.72], [-4.11, 0.16, -1.99], [-4.64, 1.54, -1.02], [-5.77, 0.23, -1.40], [-5.05, -0.49, 2.18], [-6.27, 0.00, 1.01], [-5.07, 1.17, 1.56], [2.11, 3.16, -2.16], [0.43, 3.67, -2.01], [1.07, 3.16, -3.58], [2.73, 0.76, -2.40], [1.83, 0.79, -3.92], [1.49, -0.47, -2.72], [-1.43, 1.94, -2.62], [-1.02, 0.22, -2.71], [-0.54, 1.31, -4.01], [-1.53, -3.79, 1.52], [0.09, -5.59, 0.89], [0.08, -5.40, -1.81], [0.52, -2.94, -2.07], [4.33, -3.41, 2.22], [3.14, -3.80, 1.37], [3.64, -4.53, 0.12], [4.61, -3.75, -0.57], [5.71, -3.38, 0.31], [5.27, -2.63, 1.48], [4.73, -1.31, 1.11], [3.23, -1.39, 0.00], [2.32, -2.60, 1.02], [3.99, -2.58, -1.21], [4.79, -4.35, 2.55], [3.94, -2.87, 3.08], [2.53, -4.46, 1.88], [2.76, -4.72, -0.50], [4.07, -5.46, 0.48], [6.42, -2.77, -0.25], [6.21, -4.29, 0.65], [5.52, -0.73, 0.63], [4.46, -0.78, 2.03], [1.45, -2.95, 0.46], [1.97, -2.15, 1.96], [4.74, -2.05, -1.81], [3.20, -2.92, -1.88]], "energy_ev": -210150.5342, "de_lowest_kj_mol": 0.0, "homo_lumo_gap_ev": 5.903, "lumo_energy_ev": -0.46}



{"formula": "C24H41F3NdO3P2S", "method": "ωB97M-V/def2-TZVPD", "symbols": ["Nd", "C", "C", "C", "C", "C", "C", "H", "H", "H", "C", "H", "H", "H", "C", "H", "H", "H", "C", "H", "H", "H", "C", "H", "H", "H", "C", "C", "C", "C", "C", "C", "C", "C", "H", "H", "H", "H", "H", "H", "H", "H", "H", "H", "H", "H", "P", "C", "C", "P", "C", "C", "C", "H", "H", "H", "H", "H", "H", "H", "H", "H", "H", "H", "H", "H", "H", "F", "C", "F", "F", "S", "O", "O", "O"], "coordinates": [[-1.78, -0.60, 0.43], [-0.08, -0.88, 2.68], [-0.58, 0.44, 2.84], [-2.37, -1.02, 2.97], [-1.18, -1.79, 2.78], [-2.00, 0.37, 2.98], [1.36, -1.28, 2.74], [2.01, -0.56, 2.21], [1.51, -2.27, 2.29], [1.73, -1.33, 3.79], [-1.09, -3.26, 2.84], [-0.05, -3.58, 3.04], [-1.40, -3.74, 1.90], [-1.73, -3.66, 3.64], [-3.73, -1.58, 3.20], [-3.77, -2.15, 4.14], [-4.04, -2.27, 2.39], [-4.49, -0.78, 3.26], [-2.93, 1.50, 3.27], [-3.17, 1.57, 4.35], [-3.87, 1.41, 2.72], [-2.46, 2.46, 2.98], [0.26, 1.66, 3.04], [-0.31, 2.46, 3.53], [0.63, 2.05, 2.09], [1.13, 1.43, 3.67], [3.65, -1.58, -0.61], [4.37, -0.66, 0.03], [4.20, 0.82, -0.07], [3.71, 1.39, -1.42], [2.21, 1.74, -1.45], [1.33, 0.92, -0.57], [1.30, -0.60, -0.69], [2.44, -1.29, -1.47], [5.19, 1.26, 0.11], [4.01, 0.72, -2.24], [3.58, 1.22, 0.76], [2.67, -0.73, -2.39], [3.87, -2.67, -0.50], [5.20, -0.97, 0.68], [2.05, -2.26, -1.83], [1.25, -1.03, 0.32], [1.33, 1.22, 0.49], [0.38, -0.96, -1.20], [4.25, 2.33, -1.59], [2.15, 2.78, -1.07], [1.30, 1.74, -3.05], [1.95, 0.72, -4.36], [1.38, 3.47, -3.54], [-0.76, 1.41, -1.06], [-0.40, 1.30, -2.87], [-0.83, 3.23, -0.87], [-2.68, 1.24, -1.40], [1.28, -0.14, -4.51], [2.97, 0.38, -4.14], [1.94, 1.33, -5.28], [1.28, 3.52, -4.64], [2.36, 3.88, -3.25], [0.58, 4.06, -3.07], [-2.90, 2.13, -2.00], [-3.27, 1.33, -0.46], [-2.98, 0.33, -1.97], [-0.57, 0.28, -3.26], [-0.99, 2.00, -3.48], [-1.59, 3.46, -0.11], [-1.17, 3.70, -1.81], [0.12, 3.69, -0.54], [-2.12, -5.21, -0.05], [-3.21, -4.44, -0.26], [-4.15, -5.15, -0.88], [-3.70, -4.08, 0.97], [-2.74, -2.89, -1.22], [-1.33, -2.63, -0.73], [-2.94, -3.08, -2.62], [-3.57, -1.81, -0.58]], "energy_ev": -84531.5920, "total_charge": 1, "de_lowest_kj_mol": 0.0, "homo_lumo_gap_ev": [7.002, 6.990], "multiplicity": 4, "lumo_energy_ev": [-2.26, -2.24]}